{
  "formula": "C6H29NO9",
  "method": "wB97M-V/def2-TZVPD",
  "symbols": ["C", "N", "C", "C", "C", "C", "C", "O", "H", "H", "H", "H", "H", "H", "H", "H", "H", "H", "H", "H", "H", "O", "H", "H", "O", "H", "H", "O", "H", "H", "O", "H", "H", "O", "H", "H", "O", "H", "H", "O", "H", "H", "O", "H", "H"],
  "coordinates": [[-2.503, 2.606, -0.707], [-1.605, 2.372, -1.825], [-0.626, 1.388, -1.614], [0.201, 0.915, -2.539], [1.198, -0.120, -2.092], [0.547, -1.458, -1.547], [0.140, -2.524, -2.565], [-0.413, -3.584, -1.842], [-2.635, 3.581, -0.304], [-2.059, 2.012, 0.277], [-3.540, 2.599, -0.885], [-2.019, 2.580, -2.694], [-0.613, 0.960, -0.611], [0.137, 1.273, -3.465], [1.756, 0.179, -1.125], [2.037, -0.454, -2.961], [-0.462, -0.963, -1.187], [1.066, -2.015, -0.742], [0.948, -2.900, -3.173], [-0.754, -2.010, -3.062], [0.462, -4.069, -1.736], [-3.142, -2.210, -0.354], [-2.760, -1.937, -1.236], [-3.704, -2.993, -0.415], [-2.288, 0.448, 2.789], [-2.558, 0.414, 3.763], [-2.786, -0.162, 2.317], [0.739, -4.381, 0.853], [1.482, -4.355, 1.523], [0.221, -3.823, 1.227], [0.282, -1.039, 2.089], [-0.489, -0.763, 2.628], [0.848, -0.340, 1.988], [2.104, 2.944, -1.486], [2.336, 1.959, -1.623], [1.335, 2.824, -2.127], [3.258, -0.424, 2.135], [4.119, -0.032, 2.033], [3.455, -1.351, 2.456], [1.510, 2.003, 3.660], [0.958, 1.538, 3.019], [1.922, 2.648, 3.188], [0.288, 3.335, 2.020], [-0.258, 3.106, 1.253], [0.344, 4.309, 1.926]],
  "e_lumo_ev": 0.393,
  "smiles": "CN/C=C/CCCO.O.O.O.O.O.O.O.O"
}